Entry from OMol25: a structure of composition C9H15MnO8P2STe4 (ωB97M-V/def2-TZVPD).

The spin multiplicity is 6. The calculation puts the strongest force on any atom at 0.01980 hartree/bohr. As for the frontier orbital gap (spin up / spin down): 4.857 / 4.860 eV. As for the energy above the lowest of the compared OMol25 structures with the same formula, charge and spin: 157.2 kJ/mol. The lowest unoccupied orbital energy (spin up / spin down) is 0.06907 / 0.06882 Ha. As for the expectation value of S²: 8.780. Its total charge is -1.

Structure (XYZ):
```
40
Properties=species:S:1:pos:R:3:forces:R:3
Mn 0.447240 -0.083963 0.943719 -0.39 -0.14 -0.15
Te -0.723342 -0.092997 3.262522 -0.02 -0.19 1.00
Te -2.007346 1.091436 5.236403 -0.28 0.10 -0.15
Te 0.306182 4.254630 3.750481 -0.15 -0.03 0.02
Te 0.727885 2.202609 2.148337 0.38 0.70 0.12
C 4.133674 0.014098 -0.220977 0.03 -0.01 -0.02
C 3.167746 -1.086843 -0.636690 -0.41 -0.09 0.10
O 3.758289 -2.079916 -1.473043 0.13 0.08 -0.02
P 1.809728 -0.396447 -1.668435 0.25 0.10 -0.26
O 2.588042 0.139826 -2.941544 -0.14 -0.02 -0.14
O 0.936658 -1.600998 -2.200314 0.20 -0.16 0.09
O 0.985194 0.682563 -1.029427 0.27 -0.78 0.36
P 2.387577 -1.914204 0.865672 0.23 -0.27 -0.35
O 3.418091 -3.147186 1.020998 -0.06 -0.06 0.18
O 1.015163 -2.378269 0.415779 0.26 0.38 -0.35
O 2.398488 -1.025890 2.059713 -0.10 0.18 -0.55
H 4.545226 0.509732 -1.100313 0.02 -0.02 0.00
H 4.949787 -0.428041 0.352462 0.00 0.01 0.01
H 3.632539 0.744773 0.416061 0.01 0.01 0.00
H 4.149063 -2.746279 -0.893967 0.01 -0.04 0.01
H 2.021492 0.586197 -3.585331 0.07 0.02 0.10
H 0.852871 -2.256643 -1.466394 -0.14 0.09 0.08
H 3.631416 -3.284597 1.954709 0.03 0.03 -0.10
C -2.399614 -1.706182 -1.586214 0.10 0.04 -0.06
S -1.931591 -1.094361 0.038652 -0.51 0.13 0.00
O -2.728405 -1.905805 0.981195 0.09 -0.17 -0.03
C -2.670921 0.530553 -0.046773 -0.10 0.05 0.00
C -2.289092 1.453473 -1.012829 0.02 -0.03 0.00
C -2.707508 2.768050 -0.888513 0.00 0.02 0.01
C -3.480095 3.152076 0.200159 -0.02 0.00 -0.03
C -3.883735 2.214234 1.138298 0.00 -0.02 0.01
C -3.489056 0.889646 1.012961 0.01 0.04 0.00
H -3.487813 -1.706910 -1.599929 0.00 0.00 -0.06
H -2.015955 -2.721966 -1.664221 0.02 0.01 0.01
H -1.982745 -1.084761 -2.376171 0.01 0.01 0.01
H -1.656572 1.161384 -1.841945 0.09 0.02 0.06
H -2.398090 3.501366 -1.621914 0.00 0.00 0.00
H -3.756826 4.191029 0.323419 0.00 0.00 0.00
H -4.469135 2.513181 1.997360 -0.01 0.00 -0.01
H -3.784513 0.141404 1.736040 0.12 0.02 0.08
```
Forces are in eV/Å.

Entry from OMol25: an isolated molecule of C9H15N (ωB97M-V/def2-TZVPD).

The calculation puts the strongest force on any atom at 0.06262 hartree/bohr. As for the frontier orbital gap: 9.347 eV. As for the energy above the lowest of the compared OMol25 structures with the same formula, charge and spin: 364.6 kJ/mol. As for the SMILES: CN1CC[C@@H]2C=CC[C@@H]1C2. The lowest unoccupied orbital energy is 0.03925 Ha. Its total charge is 0.

Structure (XYZ):
```
25
Properties=species:S:1:pos:R:3:forces:R:3
C -2.542424 -0.959984 0.345261 -1.26 -1.44 -1.08
N -1.498023 -0.430536 -0.482227 -0.81 0.93 -0.35
C -1.592610 1.077752 -0.525335 2.30 0.29 -2.24
C -0.134475 1.758898 -0.394671 -0.48 1.91 1.06
C 1.010573 1.194591 0.611134 -0.67 0.18 -1.00
C 2.188815 0.456990 -0.089795 -0.78 1.87 0.73
C 2.210516 -0.837108 -0.290756 0.01 -2.07 -1.36
C 0.953977 -1.742198 -0.357566 -0.39 0.81 1.76
C -0.123075 -0.649979 -0.113508 1.03 0.00 -0.38
C 0.231436 0.038105 1.243629 0.21 0.67 -0.18
H -3.567020 -0.784291 -0.103653 1.12 0.44 0.60
H -2.512338 -0.710692 1.402091 -0.06 0.37 0.30
H -2.488883 -2.043143 0.253644 0.17 -0.29 0.35
H -2.205698 1.477920 0.263071 -0.53 0.00 0.21
H -1.909800 1.479633 -1.587881 -0.04 -0.95 2.14
H 0.311451 1.870050 -1.356080 0.22 -0.11 -0.93
H -0.395767 2.815626 -0.131633 0.35 -0.59 0.10
H 1.444327 2.049332 1.191256 -0.56 -0.89 -0.01
H 3.027053 1.061630 -0.375800 0.58 0.14 0.26
H 3.123856 -1.317750 -0.628001 0.06 0.12 -0.12
H 1.059715 -2.465398 0.452776 -0.34 -0.46 -0.21
H 0.842545 -2.205246 -1.325109 0.22 -0.27 -0.30
H 0.316654 -0.044557 -0.932717 -0.54 -0.32 0.80
H -0.644121 0.397257 1.816113 0.33 -0.33 -0.33
H 0.867789 -0.589015 1.867151 -0.13 -0.01 0.18
```
Forces are in eV/Å.

Entry from OMol25: a cluster of 2 separate species, C9H15N3 in total (ωB97M-V/def2-TZVPD).

The calculation puts the strongest force on any atom at 0.10406 hartree/bohr. As for the frontier orbital gap (spin up / spin down): 7.952 / 8.636 eV. As for the energy above the lowest of the compared OMol25 structures with the same formula, charge and spin: 622.7 kJ/mol. The lowest unoccupied orbital energy (spin up / spin down) is -0.01535 / -0.00503 Ha. Its total charge is 0.

Structure (XYZ):
```
27
Properties=species:S:1:pos:R:3:forces:R:3
C -1.136217 -3.172401 3.457275 -0.05 -0.82 0.77
C -2.574612 -1.672503 3.382666 -2.26 -1.67 -0.17
C -1.051729 -0.849205 0.069381 -1.00 -0.07 1.94
C 0.198804 -0.019567 -1.864451 -2.33 0.56 1.61
C -1.840696 -0.667421 1.222928 3.17 0.13 -4.31
C 0.335879 2.529652 -1.820470 0.37 1.34 1.47
C 2.294681 1.073063 -2.536560 2.92 0.91 -3.12
C 1.584578 1.084251 -0.179808 -2.43 -1.94 0.96
C 1.088252 1.161633 -1.628574 0.06 0.48 0.17
N -2.268440 -2.748821 4.093491 1.19 0.99 -0.07
N -0.849253 -2.524845 2.375759 0.62 0.25 -1.37
N -1.826850 -1.591112 2.243207 0.19 -1.39 2.57
H -0.482251 -3.974564 3.826761 -0.54 0.42 -0.28
H -3.586525 -1.300813 3.586095 0.77 0.85 -0.59
H -0.583769 -1.826334 -0.100524 -0.23 0.38 0.43
H -0.834603 0.244345 -2.009657 -0.14 -0.28 -0.98
H 0.482264 -1.043005 -2.043040 0.42 0.09 -0.12
H -2.345328 0.212472 1.506603 -0.53 1.03 -0.08
H -0.722501 2.438726 -1.619922 -0.41 -0.42 0.22
H 0.347278 2.993095 -2.835710 0.60 -0.44 0.76
H 0.662239 3.305927 -0.966165 -0.34 -1.55 -2.26
H 3.149777 1.819750 -2.327551 -1.16 -1.36 0.69
H 2.741094 0.072952 -2.820097 -0.44 0.67 1.45
H 2.212574 1.408496 -3.611379 -1.26 -0.04 0.82
H 1.932562 1.992290 0.190681 0.73 1.67 0.44
H 2.346031 0.347886 -0.084219 0.77 -0.67 0.04
H 0.726761 0.706054 0.493281 1.32 0.87 -0.97
```
Forces are in eV/Å.

Entry from OMol25: an isolated molecule of C9H15N3O6 (ωB97M-V/def2-TZVPD).

The calculation puts the strongest force on any atom at 0.04771 hartree/bohr. As for the frontier orbital gap: 9.659 eV. As for the energy above the lowest of the compared OMol25 structures with the same formula, charge and spin: 66.0 kJ/mol. As for the SMILES: NC(=O)C[C@H](N)C(=O)N[C@@H](CCC(=O)O)C(=O)O. The lowest unoccupied orbital energy is 0.01644 Ha. Its total charge is 0.

Structure (XYZ):
```
33
Properties=species:S:1:pos:R:3:forces:R:3
N -3.795153 -0.963751 1.265910 0.70 0.04 0.38
C -4.202344 -0.449388 0.093784 -0.08 0.01 -0.84
O -5.305737 -0.660701 -0.384456 0.04 0.08 0.10
C -3.216848 0.452319 -0.695728 0.58 -0.18 1.65
C -2.317059 1.396480 0.200869 0.39 -1.74 1.19
N -2.031171 2.624223 -0.469399 -1.25 1.71 -0.49
C -1.018995 0.593004 0.479374 -0.50 -1.12 -0.07
O -1.031770 -0.405025 1.224364 0.12 1.21 -0.42
N 0.056188 0.909425 -0.260213 0.19 1.04 -0.02
C 1.222298 0.032288 -0.286454 0.07 0.84 -0.63
C 2.019863 0.054608 1.036900 -0.54 -2.39 -0.05
C 3.473935 -0.392340 1.001769 -0.20 0.21 -0.24
C 4.304595 0.416700 0.058584 -0.14 0.20 -0.45
O 3.837786 1.237514 -0.698670 0.68 -0.05 0.11
O 5.625633 0.153737 0.152888 0.31 0.87 -0.80
C 0.732888 -1.278109 -0.828751 -0.63 -1.78 0.20
O -0.303670 -1.443167 -1.441339 1.57 0.08 0.54
O 1.604604 -2.331848 -0.571457 -1.62 0.49 -0.87
H -2.795392 -0.870214 1.507282 -0.67 -0.26 0.06
H -4.422266 -1.597607 1.753251 0.34 0.28 -0.27
H -2.595808 -0.136648 -1.380838 -0.02 -0.07 0.32
H -3.858158 1.031304 -1.306700 -0.60 0.83 -0.60
H -2.744530 1.543151 1.229651 -0.08 -0.23 -0.89
H -2.963860 3.064902 -0.679422 1.42 -0.43 0.01
H -1.563309 3.285754 0.160308 -0.20 -0.33 -0.23
H -0.054401 1.702098 -0.908038 0.17 -0.76 0.43
H 1.883858 0.360541 -1.094916 -0.14 0.39 0.13
H 1.990492 1.004087 1.462572 -0.50 1.73 0.56
H 1.477837 -0.665344 1.677555 0.29 0.61 0.13
H 3.433615 -1.421903 0.715758 0.66 -0.77 -0.31
H 3.982551 -0.330326 1.964966 -0.35 -0.09 0.18
H 6.101713 0.764406 -0.476564 -0.71 -0.80 0.76
H 1.113846 -3.080920 -0.991669 0.70 0.39 0.43
```
Forces are in eV/Å.

- strongest force on any atom of number 4 (C9H15N3O6)?
  0.04771 hartree/bohr